C15H34NO11P | ωB97M-V/def2-TZVPD

Its net charge is -2. The total energy is -1815.2775 a.u. The value obtained for the HOMO energy is 1.4 eV.

Geometry as XYZ:
```
62
Properties=species:S:1:pos:R:3:forces:R:3:lowdin_charge:R:1
N -0.626958 0.122841 0.830140 -2.345 1.547 0.193 0.207
H -0.996067 1.144591 0.969824 -0.075 -6.398 -0.475 0.066
H -0.342545 -0.010488 1.752211 -0.292 -1.317 0.713 0.012
H -0.159419 -0.083721 0.028249 3.170 -0.050 -1.937 0.039
H -1.290823 -0.589369 0.701028 -2.794 -0.734 0.632 0.084
P -2.993030 -0.788335 2.699138 -7.085 -2.908 0.607 -0.312
O -2.123162 0.329575 2.499633 4.361 7.847 -0.511 -0.382
O -3.899118 -1.104838 1.480581 -0.931 1.373 -1.325 -0.447
O -3.830495 -0.677963 3.930681 -1.024 0.375 2.207 -0.480
O -2.112156 -1.975718 2.678450 4.373 -3.360 2.708 -0.397
O 0.246533 1.180062 -1.114309 1.579 5.452 -1.056 0.070
C 0.276437 2.377803 -0.751364 -1.414 -3.123 0.586 -0.400
O 0.844658 3.448491 -1.347277 0.392 -1.288 -0.140 -0.007
C 1.710085 3.148012 -2.407863 3.098 2.414 -2.599 -0.235
C 2.285024 4.553571 -2.918196 2.290 1.092 0.889 -0.111
C -0.339957 2.780957 0.583484 0.214 3.989 -2.526 0.066
H 1.263271 2.680062 -3.284416 -0.368 -0.524 0.568 0.117
H 2.753480 2.684620 -2.196331 -2.307 -0.118 0.520 0.148
H 3.252889 4.445117 -3.575178 -1.817 -0.283 1.174 0.086
H 2.677652 5.078039 -1.962507 -0.519 -0.783 -1.387 0.081
H 1.729420 5.374935 -3.433635 -0.471 -1.240 0.364 0.057
H 0.421989 2.720812 1.263706 2.036 -0.403 2.010 0.078
H -1.041529 2.085016 0.821237 -2.517 1.940 0.394 0.004
H -0.729133 3.836629 0.722389 0.313 -1.248 -0.790 0.135
O 1.983682 -1.253610 0.707509 3.104 0.939 6.346 0.011
C 2.305569 -1.034128 1.960984 -5.777 0.520 -4.176 -0.354
O 3.481903 -1.115371 2.545717 -1.011 0.559 1.476 0.006
C 4.577260 -1.394257 1.809339 2.415 -2.663 -4.528 -0.284
C 5.817692 -1.590398 2.664003 0.276 -3.983 -3.661 -0.056
C 1.149605 -0.491714 2.938372 5.511 -6.698 6.097 0.041
H 4.746331 -0.681267 0.963017 -0.180 0.090 0.931 0.135
H 4.402903 -2.345528 1.176004 0.065 1.066 1.113 0.149
H 6.833419 -1.892577 2.162458 -2.323 -0.136 0.133 0.123
H 5.614899 -2.246548 3.449711 -0.241 -1.233 1.239 0.059
H 6.121213 -0.755988 3.022289 1.508 5.930 2.909 -0.013
H 0.566783 0.141907 2.504606 -2.280 3.580 -1.283 -0.057
H 1.665729 -0.063172 3.879610 -0.655 -0.139 -1.652 0.097
H 0.505407 -1.409061 3.552662 1.292 2.355 -2.623 0.195
O -2.466791 -3.442036 -1.677100 0.944 0.463 -1.439 0.038
C -1.799512 -3.061284 -0.753129 -0.439 -0.579 1.054 -0.404
O -0.398464 -2.564514 -0.923889 -0.798 -1.053 2.676 -0.121
C 0.298132 -2.472255 -2.147088 -2.327 -3.382 -1.729 -0.302
C 1.778378 -2.108311 -1.947894 0.544 -7.681 -3.049 -0.078
C -2.328408 -3.109055 0.683115 3.062 -0.393 -3.491 -0.060
H -0.257934 -1.711587 -2.511793 -1.054 2.891 -2.541 0.050
H -0.140995 -3.428459 -2.822969 2.032 2.008 1.387 0.161
H 2.072114 -3.084392 -1.371155 0.255 2.020 -0.457 0.100
H 1.733703 -1.342147 -1.337446 0.748 3.905 2.618 -0.045
H 2.537810 -2.122911 -2.863868 -2.137 0.543 1.655 0.105
H -2.071776 -2.208229 1.341828 0.108 -0.883 -0.001 -0.036
H -1.773939 -3.914339 1.152629 0.186 -0.182 0.379 0.072
H -3.381213 -3.210813 0.738555 -0.795 -0.135 -0.320 0.060
C -3.715971 2.102235 -2.342574 4.396 0.002 3.977 -0.029
C -3.523035 0.765651 -1.700550 2.295 -2.943 -2.107 -0.368
O -2.366863 0.265148 -1.790849 -3.252 1.279 0.698 0.029
C -4.742818 0.147624 -1.032362 4.164 1.351 -0.209 0.009
H -4.114723 2.259823 -3.196037 -3.185 -0.694 -6.490 0.002
H -2.761692 2.614205 -2.544074 0.160 -0.273 0.727 0.092
H -4.318395 2.739680 -1.814087 -1.310 1.630 2.265 0.052
H -4.913854 1.025567 -0.507296 -1.263 1.232 2.260 0.065
H -4.504498 -0.666311 -0.428204 0.933 -1.151 1.837 0.032
H -5.588694 -0.102277 -1.509721 -2.840 -0.412 -2.838 0.043
```
Forces are in eV/Å.